Entry from OMol25: a cluster of 10 separate species, C65H125N5O20 in total in a non-equilibrium geometry (ωB97M-V/def2-TZVPD).

E_tot, hartree: -4329.85671
SMILES string: CC1(C)CCCC(C)(C)N1O.CC1(C)CCCC(C)(C)N1O.CC1(C)CCCC(C)(C)N1O.CC1(C)CCCC(C)(C)N1O.CC1(C)CCCC(C)(C)N1O.C[C@H]1COC(=O)O1.C[C@H]1COC(=O)O1.C[C@H]1COC(=O)O1.C[C@H]1COC(=O)O1.C[C@H]1COC(=O)O1
E_HOMO, eV: -7.98
Multiplicity: 1
Max |F|, eV/A: 7.44

Each line ends with the Mulliken charge.
Atoms and positions in Å:
C  -4.78  -23.27  -2.54  -1.347
C  -5.99  -24.19  -2.30  0.387
C  -6.00  -25.50  -3.05  -0.422
O  -6.42  -26.37  -2.02  -0.273
C  -6.21  -25.82  -0.88  0.660
O  -6.36  -26.42  0.22  -0.617
O  -5.95  -24.49  -0.97  -0.307
H  -3.92  -23.95  -2.53  0.333
H  -4.64  -22.43  -1.86  0.327
H  -4.79  -22.90  -3.57  0.366
H  -6.94  -23.66  -2.42  0.314
H  -5.02  -25.79  -3.43  0.294
H  -6.79  -25.51  -3.79  0.286
C  -21.06  -32.28  -3.29  -1.448
C  -22.22  -31.37  -2.93  0.495
C  -22.97  -31.62  -1.65  -0.283
O  -22.75  -30.35  -1.02  -0.327
C  -22.11  -29.51  -1.77  0.688
O  -21.84  -28.32  -1.57  -0.599
O  -21.74  -30.11  -2.92  -0.327
H  -20.77  -32.09  -4.33  0.338
H  -21.42  -33.30  -3.13  0.389
H  -20.19  -32.28  -2.65  0.346
H  -22.91  -31.46  -3.76  0.189
H  -22.50  -32.40  -1.05  0.269
H  -24.04  -31.77  -1.78  0.269
C  -16.15  -24.38  -3.02  -1.312
C  -14.62  -24.32  -3.10  0.382
C  -13.92  -25.35  -2.33  -0.512
O  -12.89  -25.84  -3.18  -0.304
C  -13.10  -25.47  -4.38  0.730
O  -12.50  -25.96  -5.34  -0.628
O  -14.22  -24.76  -4.43  -0.341
H  -16.54  -23.67  -3.75  0.320
H  -16.51  -24.01  -2.05  0.372
H  -16.44  -25.42  -3.19  0.368
H  -14.18  -23.33  -2.95  0.309
H  -14.62  -26.15  -2.13  0.271
H  -13.59  -25.07  -1.33  0.344
C  -6.98  -16.44  -0.12  -1.448
C  -7.54  -17.23  1.06  0.409
C  -8.21  -16.30  2.06  -0.360
O  -9.60  -16.71  1.96  -0.342
C  -9.78  -17.70  1.05  0.673
O  -10.85  -18.27  0.86  -0.564
O  -8.60  -17.96  0.45  -0.327
H  -6.69  -17.18  -0.87  0.365
H  -6.16  -15.77  0.15  0.391
H  -7.62  -15.84  -0.76  0.361
H  -6.82  -17.88  1.55  0.287
H  -8.22  -15.26  1.72  0.264
H  -7.75  -16.46  3.04  0.290
C  -16.21  -29.50  -8.53  -1.398
C  -16.21  -28.70  -9.85  0.389
C  -14.85  -28.55  -10.55  -0.410
O  -15.02  -29.09  -11.83  -0.333
C  -16.27  -29.51  -11.96  0.710
O  -16.73  -30.10  -12.91  -0.567
O  -16.88  -29.41  -10.81  -0.341
H  -16.12  -30.58  -8.57  0.360
H  -17.19  -29.32  -8.08  0.345
H  -15.45  -29.17  -7.81  0.386
H  -16.65  -27.70  -9.74  0.263
H  -14.23  -29.22  -9.95  0.277
H  -14.43  -27.54  -10.55  0.319
C  -16.37  -13.44  -2.70  -1.817
C  -17.07  -14.31  -3.84  1.639
C  -17.51  -15.58  -3.14  -1.426
C  -18.60  -16.48  -3.91  -0.795
C  -19.79  -15.54  -4.18  -1.313
C  -19.45  -14.18  -4.86  1.437
N  -18.23  -13.53  -4.31  0.345
O  -17.87  -12.31  -4.96  -0.486
C  -19.36  -14.31  -6.40  -1.550
C  -20.74  -13.34  -4.57  -1.905
C  -16.07  -14.72  -4.96  -1.806
H  -15.84  -12.57  -3.09  0.370
H  -15.79  -14.07  -2.03  0.375
H  -17.17  -12.97  -2.13  0.467
H  -16.64  -16.20  -2.92  0.530
H  -17.95  -15.35  -2.17  0.428
H  -18.89  -17.33  -3.28  0.412
H  -18.22  -17.04  -4.76  0.364
H  -20.46  -15.45  -3.33  0.437
H  -20.49  -15.95  -4.91  0.472
H  -19.52  -13.39  -6.95  0.346
H  -18.38  -14.72  -6.65  0.340
H  -20.10  -14.97  -6.85  0.390
H  -20.55  -12.32  -4.89  0.417
H  -21.60  -13.72  -5.12  0.389
H  -21.01  -13.36  -3.51  0.428
H  -15.80  -13.78  -5.45  0.392
H  -16.44  -15.48  -5.65  0.306
H  -15.09  -15.03  -4.58  0.462
H  -18.06  -11.66  -4.27  0.349
C  -26.24  -21.83  -7.72  -1.686
C  -24.93  -21.86  -8.46  1.454
C  -23.82  -21.65  -7.46  -1.252
C  -23.29  -22.78  -6.58  -0.924
C  -22.92  -23.91  -7.57  -1.282
C  -24.07  -24.31  -8.49  1.408
N  -24.62  -23.10  -9.16  0.253
O  -25.59  -23.34  -10.07  -0.439
C  -23.38  -25.25  -9.51  -1.798
C  -25.18  -25.13  -7.69  -1.543
C  -24.89  -20.64  -9.41  -1.933
H  -26.55  -20.81  -7.50  0.443
H  -26.40  -22.54  -6.91  0.319
H  -27.07  -22.02  -8.40  0.560
H  -22.95  -21.06  -7.76  0.429
H  -24.18  -21.06  -6.62  0.406
H  -24.16  -23.10  -6.01  0.324
H  -22.58  -22.49  -5.81  0.436
H  -22.61  -24.75  -6.96  0.549
H  -22.00  -23.67  -8.12  0.428
H  -22.54  -24.90  -10.13  0.409
H  -22.87  -26.02  -8.94  0.412
H  -24.04  -25.79  -10.18  0.377
H  -24.77  -25.99  -7.16  0.389
H  -25.57  -24.44  -6.94  0.307
H  -26.07  -25.43  -8.23  0.347
H  -25.60  -20.72  -10.23  0.325
H  -23.93  -20.51  -9.89  0.414
H  -25.10  -19.75  -8.82  0.440
H  -26.41  -23.08  -9.65  0.429
C  -20.13  -18.82  5.36  -1.871
C  -19.69  -18.22  4.07  1.812
C  -20.94  -17.82  3.31  -1.192
C  -21.49  -16.40  3.70  -0.606
C  -20.37  -15.37  3.62  -1.301
C  -19.19  -15.63  4.57  1.555
N  -18.78  -17.05  4.17  0.228
O  -17.56  -17.35  4.75  -0.488
C  -18.04  -14.66  4.30  -1.981
C  -19.69  -15.45  6.08  -1.655
C  -18.86  -19.32  3.36  -2.008
H  -21.07  -18.37  5.68  0.358
H  -19.39  -18.57  6.12  0.320
H  -20.31  -19.89  5.27  0.450
H  -20.84  -17.89  2.23  0.383
H  -21.74  -18.52  3.59  0.372
H  -21.92  -16.42  4.70  0.293
H  -22.42  -16.21  3.16  0.416
H  -20.68  -14.33  3.72  0.497
H  -19.99  -15.34  2.60  0.404
H  -17.27  -14.78  5.06  0.396
H  -17.58  -14.87  3.33  0.394
H  -18.38  -13.63  4.34  0.435
H  -20.47  -16.08  6.50  0.314
H  -18.89  -15.89  6.67  0.457
H  -19.78  -14.39  6.32  0.373
H  -18.52  -19.00  2.38  0.436
H  -19.44  -20.24  3.26  0.464
H  -18.00  -19.75  3.87  0.407
H  -16.93  -17.43  4.03  0.339
C  -17.30  -28.27  4.16  -1.574
C  -17.45  -28.68  5.61  1.187
C  -18.96  -28.76  5.98  -0.973
C  -19.58  -30.04  5.43  -0.795
C  -18.74  -31.34  5.94  -1.192
C  -17.30  -31.30  5.53  1.469
N  -16.75  -29.95  5.82  0.365
O  -15.44  -29.82  5.47  -0.515
C  -16.56  -32.34  6.46  -1.894
C  -17.15  -31.75  4.01  -1.637
C  -16.82  -27.58  6.51  -1.926
H  -16.29  -27.98  3.87  0.365
H  -17.92  -27.37  4.17  0.443
H  -17.67  -29.01  3.45  0.266
H  -19.00  -28.83  7.07  0.372
H  -19.49  -27.87  5.66  0.464
H  -19.63  -30.04  4.35  0.321
H  -20.63  -29.92  5.67  0.424
H  -19.36  -32.14  5.52  0.400
H  -18.86  -31.54  7.00  0.414
H  -15.49  -32.43  6.30  0.447
H  -16.70  -32.16  7.52  0.434
H  -16.95  -33.33  6.20  0.407
H  -16.09  -31.63  3.76  0.366
H  -17.45  -32.79  3.88  0.431
H  -17.69  -31.10  3.32  0.311
H  -15.81  -27.31  6.21  0.389
H  -16.90  -27.87  7.55  0.447
H  -17.33  -26.62  6.57  0.389
H  -15.04  -30.09  6.30  0.394
C  -6.29  -21.08  -10.93  -1.987
C  -7.76  -20.65  -11.03  1.653
C  -8.51  -21.87  -11.58  -1.328
C  -10.03  -21.59  -11.69  -0.671
C  -10.52  -21.29  -10.22  -0.979
C  -9.82  -20.02  -9.57  1.260
N  -8.33  -20.33  -9.71  0.215
O  -7.59  -19.36  -9.03  -0.472
C  -10.44  -18.63  -10.04  -1.472
C  -10.17  -20.17  -8.03  -1.925
C  -7.79  -19.48  -12.07  -1.746
H  -5.73  -20.15  -10.76  0.424
H  -5.91  -21.53  -11.85  0.400
H  -6.16  -21.74  -10.08  0.455
H  -8.10  -22.23  -12.52  0.403
H  -8.28  -22.67  -10.88  0.456
H  -10.61  -22.43  -12.09  0.389
H  -10.30  -20.74  -12.31  0.350
H  -10.39  -22.19  -9.63  0.372
H  -11.54  -21.03  -10.52  0.358
H  -10.11  -18.40  -11.05  0.300
H  -11.52  -18.70  -9.90  0.409
H  -10.04  -17.82  -9.43  0.358
H  -9.69  -19.40  -7.43  0.467
H  -11.26  -20.10  -7.96  0.435
H  -9.88  -21.08  -7.51  0.394
H  -8.75  -19.28  -12.55  0.281
H  -7.05  -19.64  -12.85  0.418
H  -7.53  -18.57  -11.54  0.437
H  -7.52  -19.72  -8.14  0.347

Entry from OMol25: a structure of composition C65H137InN7O9 in a non-equilibrium geometry (ωB97M-V/def2-TZVPD).

E_tot, hartree: -3808.18983
E_HOMO, eV: -8.76
Multiplicity: 1
Total charge: +1
Max |F|, eV/A: 7.84

Each line ends with the Mulliken charge.
Atoms and positions in Å:
In  6.19  20.13  6.96  0.997
O  3.42  18.76  2.32  -0.370
C  4.33  18.59  1.26  -0.148
C  5.47  17.56  1.28  -0.179
O  6.41  17.62  2.31  -0.378
H  4.72  19.53  0.87  0.276
H  3.66  18.30  0.44  0.263
H  6.04  17.51  0.35  0.284
H  5.05  16.56  1.30  0.252
C  -1.60  24.41  1.68  -1.878
C  -2.94  24.38  0.88  1.658
C  -2.47  24.10  -0.59  -1.149
C  -3.48  23.64  -1.63  -0.823
C  -4.45  22.59  -1.12  -1.019
C  -4.88  22.75  0.36  1.714
N  -3.86  23.29  1.24  -0.019
O  -4.34  23.46  2.65  -0.439
C  -6.26  23.57  0.45  -1.647
C  -5.32  21.30  0.82  -1.917
C  -3.67  25.73  0.82  -1.829
H  -1.14  23.44  1.88  0.425
H  -1.84  24.84  2.65  0.424
H  -0.93  25.15  1.23  0.363
H  -2.19  25.05  -1.04  0.379
H  -1.68  23.34  -0.60  0.423
H  -2.89  23.30  -2.48  0.370
H  -4.02  24.44  -2.13  0.404
H  -4.15  21.58  -1.38  0.428
H  -5.26  22.79  -1.82  0.217
H  -7.08  23.21  1.07  0.388
H  -6.03  24.62  0.61  0.395
H  -6.73  23.77  -0.51  0.346
H  -5.48  21.22  1.89  0.382
H  -6.33  21.01  0.50  0.420
H  -4.61  20.52  0.56  0.420
H  -4.27  25.91  1.71  0.376
H  -4.28  25.91  -0.07  0.351
H  -2.92  26.51  0.82  0.461
H  -4.99  24.14  2.49  0.377
C  4.34  9.12  1.64  -1.609
C  4.55  7.64  2.04  1.377
C  5.96  7.43  2.73  -1.290
C  5.93  8.10  4.14  -0.753
C  5.03  7.18  4.95  -1.036
C  3.57  7.03  4.33  1.347
N  3.46  7.01  2.89  0.457
O  2.15  7.10  2.39  -0.487
C  2.87  5.77  5.00  -1.815
C  2.89  8.32  4.95  -1.835
C  4.78  6.74  0.86  -1.823
H  3.48  9.22  0.97  0.417
H  5.17  9.60  1.12  0.347
H  4.10  9.76  2.49  0.299
H  6.33  6.41  2.88  0.410
H  6.81  7.96  2.29  0.518
H  5.45  9.07  4.10  0.238
H  6.93  8.29  4.55  0.456
H  5.10  7.79  5.85  0.315
H  5.44  6.20  5.19  0.434
H  3.27  4.82  4.64  0.456
H  2.97  5.59  6.07  0.392
H  1.81  5.75  4.77  0.384
H  3.31  9.31  4.79  0.309
H  1.94  8.47  4.44  0.470
H  2.49  8.24  5.96  0.434
H  5.07  5.72  1.11  0.375
H  5.63  7.16  0.32  0.386
H  3.92  6.95  0.22  0.469
H  2.01  6.28  1.92  0.357
C  11.67  15.18  11.82  -1.853
C  10.28  15.06  11.12  1.519
C  9.77  13.64  11.32  -1.042
C  9.38  13.38  12.73  -0.682
C  8.21  14.37  13.03  -1.233
C  8.61  15.86  12.87  1.349
N  9.26  16.11  11.56  0.022
O  9.58  17.43  11.24  -0.386
C  7.24  16.62  12.92  -1.864
C  9.52  16.49  13.97  -1.635
C  10.41  15.19  9.56  -1.870
H  12.25  14.55  11.14  0.482
H  11.79  14.85  12.85  0.407
H  12.14  16.17  11.80  0.348
H  8.96  13.37  10.63  0.366
H  10.58  12.93  11.16  0.454
H  10.13  13.47  13.51  0.290
H  8.99  12.38  12.90  0.424
H  8.00  14.20  14.09  0.448
H  7.24  14.10  12.60  0.401
H  6.94  16.57  13.97  0.448
H  7.30  17.63  12.51  0.288
H  6.47  16.07  12.38  0.433
H  10.54  16.20  13.73  0.417
H  9.54  17.58  13.97  0.497
H  9.21  16.11  14.95  0.373
H  11.16  14.52  9.13  0.371
H  10.80  16.20  9.46  0.446
H  9.49  15.26  8.98  0.389
H  9.95  17.72  12.08  0.393
C  10.22  26.17  2.49  -1.602
C  9.34  24.89  2.46  1.844
C  9.45  24.27  1.13  -1.350
C  10.85  23.77  0.62  -0.588
C  11.27  22.66  1.60  -1.246
C  11.26  23.24  3.02  1.580
N  9.93  23.88  3.39  -0.123
O  9.83  24.25  4.74  -0.461
C  11.48  22.06  3.98  -1.753
C  12.47  24.20  3.33  -1.500
C  7.93  25.38  2.78  -1.979
H  9.77  27.00  1.95  0.422
H  11.22  26.03  2.08  0.289
H  10.36  26.72  3.42  0.375
H  8.74  23.44  1.09  0.397
H  8.99  24.98  0.44  0.424
H  11.52  24.62  0.54  0.291
H  10.75  23.25  -0.34  0.388
H  12.25  22.30  1.29  0.339
H  10.70  21.75  1.42  0.462
H  11.03  21.14  3.62  0.394
H  12.54  21.85  4.14  0.339
H  10.85  22.18  4.86  0.404
H  12.79  24.74  2.44  0.368
H  12.23  24.89  4.13  0.225
H  13.38  23.69  3.65  0.472
H  7.22  24.56  2.90  0.412
H  7.55  26.11  2.07  0.385
H  7.85  25.89  3.74  0.397
H  10.61  24.81  4.78  0.397
C  12.40  13.16  -0.42  -2.143
C  12.75  13.41  -1.90  1.368
C  12.35  14.91  -2.18  -1.125
C  13.03  15.45  -3.54  -0.758
C  14.62  15.21  -3.54  -1.031
C  15.03  13.76  -3.24  1.288
N  14.22  13.31  -2.07  0.259
O  14.73  12.05  -1.52  -0.474
C  14.67  12.86  -4.54  -1.536
C  16.53  13.68  -2.77  -1.705
C  11.84  12.38  -2.65  -1.591
H  12.68  12.18  -0.04  0.510
H  11.33  13.18  -0.20  0.419
H  12.74  13.84  0.36  0.419
H  11.27  14.93  -2.32  0.382
H  12.50  15.58  -1.33  0.496
H  12.77  16.50  -3.40  0.418
H  12.50  15.07  -4.41  0.348
H  14.97  15.84  -2.72  0.400
H  15.01  15.71  -4.43  0.397
H  13.73  13.09  -5.04  0.245
H  15.46  12.78  -5.29  0.384
H  14.55  11.83  -4.21  0.380
H  17.10  14.03  -3.62  0.424
H  16.65  14.39  -1.96  0.387
H  16.89  12.71  -2.43  0.367
H  11.98  11.32  -2.42  0.308
H  11.85  12.62  -3.72  0.339
H  10.86  12.67  -2.29  0.483
H  14.68  12.27  -0.58  0.343
C  -7.10  13.30  2.68  -1.713
C  -5.70  12.71  2.07  0.927
C  -6.19  11.91  0.78  -0.886
C  -5.10  11.39  -0.12  -0.871
C  -4.14  12.50  -0.40  -1.172
C  -3.55  13.50  0.71  1.722
N  -4.67  13.75  1.67  0.185
O  -4.43  14.64  2.68  -0.410
C  -2.41  12.78  1.47  -1.670
C  -3.19  14.80  -0.06  -1.809
C  -5.14  11.81  3.27  -1.659
H  -7.82  12.49  2.81  0.381
H  -7.58  14.11  2.12  0.438
H  -6.93  13.82  3.62  0.359
H  -6.59  10.94  1.11  0.373
H  -6.76  12.56  0.13  0.372
H  -5.56  11.04  -1.05  0.364
H  -4.57  10.49  0.19  0.388
H  -4.33  12.95  -1.38  0.450
H  -3.24  11.91  -0.58  0.278
H  -2.14  13.30  2.39  0.377
H  -2.76  11.81  1.84  0.332
H  -1.50  12.77  0.88  0.437
H  -3.93  15.12  -0.79  0.391
H  -2.87  15.53  0.68  0.407
H  -2.25  14.74  -0.60  0.407
H  -4.52  10.99  2.91  0.362
H  -5.95  11.24  3.73  0.482
H  -4.72  12.32  4.13  0.387
H  -4.18  14.04  3.38  0.371
C  2.50  18.43  -11.27  -1.916
C  3.63  17.86  -10.37  1.035
C  4.91  18.55  -10.70  -0.944
C  5.96  18.28  -9.61  -0.919
C  5.46  18.72  -8.24  -1.211
C  4.00  18.19  -7.83  1.705
N  3.14  18.08  -8.97  0.508
O  1.88  17.64  -8.58  -0.456
C  4.25  16.89  -7.11  -1.916
C  3.41  19.17  -6.78  -1.962
C  3.80  16.32  -10.72  -1.567
H  1.60  17.90  -10.96  0.463
H  2.39  18.23  -12.34  0.378
H  2.28  19.44  -10.92  0.389
H  5.36  18.30  -11.66  0.464
H  4.89  19.64  -10.65  0.310
H  6.94  18.57  -9.97  0.485
H  6.17  17.21  -9.58  0.357
H  5.79  19.76  -8.28  0.437
H  6.23  18.42  -7.53  0.460
H  4.67  17.14  -6.13  0.452
H  3.31  16.40  -6.88  0.421
H  4.72  16.04  -7.61  0.310
H  3.95  19.34  -5.85  0.402
H  3.25  20.14  -7.25  0.438
H  2.41  18.98  -6.38  0.425
H  4.40  16.18  -11.62  0.402
H  2.94  15.66  -10.63  0.337
H  4.53  15.94  -10.00  0.366
H  1.42  18.47  -8.46  0.350